{"formula": "C27H39ClN3O6Pt", "method": "ωB97M-V with the def2-TZVPD basis set", "elements": ["Pt", "Cl", "O", "O", "O", "O", "O", "O", "N", "N", "N", "C", "C", "C", "C", "C", "C", "C", "C", "C", "C", "C", "C", "C", "C", "C", "C", "C", "C", "C", "C", "C", "C", "C", "C", "C", "C", "C", "H", "H", "H", "H", "H", "H", "H", "H", "H", "H", "H", "H", "H", "H", "H", "H", "H", "H", "H", "H", "H", "H", "H", "H", "H", "H", "H", "H", "H", "H", "H", "H", "H", "H", "H", "H", "H", "H", "H"], "xyz": [[-0.09, -0.93, 0.40], [-2.37, -0.71, 0.45], [2.03, -1.16, 0.49], [0.35, -0.49, -1.57], [0.09, 1.15, 0.73], [-0.23, -2.98, 0.03], [-0.40, -1.50, 2.46], [1.27, 0.66, 2.61], [-1.19, -0.73, 4.45], [3.31, 0.44, -0.55], [0.52, -4.91, -0.87], [-4.21, 0.27, -2.08], [0.79, 4.37, 4.28], [-0.05, 5.31, 3.67], [-0.54, 1.00, -4.76], [0.43, 1.93, -2.76], [1.05, 3.16, 3.64], [-1.01, -0.62, 3.15], [2.68, -0.73, -0.53], [-2.39, -2.16, -2.42], [-0.38, 3.80, 1.78], [-0.70, -1.90, 5.17], [-0.14, 0.85, -3.43], [-0.44, -0.49, -2.72], [-0.63, 5.02, 2.41], [0.44, 2.85, 2.41], [3.73, 0.99, -1.83], [0.26, 3.29, -4.76], [-1.97, 0.26, 5.19], [-0.37, 2.23, -5.42], [-1.94, -0.74, -2.55], [0.65, 1.46, 1.89], [1.51, -5.69, -1.61], [3.76, 1.17, 0.63], [0.63, -3.61, -0.70], [-2.78, 0.31, -2.49], [-0.51, -5.66, -0.16], [0.69, 3.13, -3.44], [1.47, -3.09, -1.19], [-1.45, 0.28, 2.71], [1.69, 2.40, 4.09], [-0.08, -1.57, 6.01], [1.25, 4.56, 5.24], [-0.07, -6.17, 0.71], [-0.05, -1.30, -3.36], [-1.29, -4.97, 0.17], [2.02, -6.40, -0.94], [3.35, 2.01, -1.95], [-1.27, 5.76, 1.93], [0.68, 1.83, -1.69], [-0.12, -2.51, 4.48], [-1.55, -2.47, 5.57], [-1.85, -2.83, -3.10], [4.86, 1.27, 0.59], [-0.73, 2.34, -6.44], [3.46, 0.67, 1.55], [-0.26, 6.25, 4.17], [4.83, 1.02, -1.89], [-2.93, -0.14, 5.52], [0.43, 4.24, -5.28], [1.22, 3.93, -2.91], [-1.42, 0.60, 6.08], [-4.35, 0.89, -1.19], [-3.46, -2.24, -2.64], [1.03, -6.26, -2.41], [2.77, -1.35, -1.44], [-4.53, -0.75, -1.84], [3.33, 0.36, -2.62], [-4.87, 0.68, -2.85], [-2.15, 1.12, 4.54], [-2.41, 1.31, -2.74], [-2.24, -2.51, -1.39], [3.35, 2.19, 0.61], [-0.92, -6.42, -0.83], [-0.83, 3.54, 0.82], [-1.02, 0.15, -5.25], [2.26, -5.02, -2.04]], "mulliken_spin": [1.233, 0.165, -0.043, 0.137, 0.079, 0.046, 0.061, 0.007, -0.001, 0.001, -0.004, 0.008, 0.000, 0.001, 0.002, -0.011, 0.001, -0.003, 0.207, 0.003, 0.010, 0.005, 0.014, 0.005, 0.000, 0.005, 0.006, 0.000, 0.002, 0.002, -0.001, 0.018, 0.002, 0.012, -0.015, -0.008, 0.002, 0.002, 0.014, -0.005, 0.000, 0.000, 0.000, 0.000, 0.001, 0.000, 0.000, 0.001, 0.000, 0.014, -0.004, 0.000, 0.001, 0.000, 0.000, -0.001, 0.000, -0.001, 0.000, 0.000, 0.000, 0.000, 0.000, 0.000, 0.000, 0.027, -0.003, -0.002, 0.001, 0.000, 0.001, 0.001, 0.000, 0.000, 0.002, 0.001, 0.001], "gap_ev": [4.0, 6.0], "s_squared": 2.0122, "de_lowest_ev": 0.000, "energy_ha": -2247.419043, "spin_multiplicity": 3, "charge": -1}

=====

{"formula": "C5H5NO", "method": "ωB97M-V with the def2-TZVPD basis set", "elements": ["O", "N", "C", "C", "C", "C", "C", "H", "H", "H", "H", "H"], "xyz": [[1.59, -2.39, -0.02], [-0.85, 2.33, -1.29], [-0.04, 0.76, 0.80], [-0.93, -0.11, -0.50], [0.09, -0.64, 0.48], [-0.85, 1.18, -1.08], [1.29, -1.24, -0.15], [-1.86, -0.69, -0.65], [1.82, -0.55, -0.85], [-0.40, -1.27, 1.22], [-0.63, 1.20, 1.58], [0.77, 1.42, 0.45]], "nbo_charge": [-0.496, -0.367, -0.203, -0.362, -0.368, 0.219, 0.441, 0.272, 0.116, 0.261, 0.245, 0.242], "gap_ev": 9.1, "de_lowest_ev": 4.021, "energy_ha": -323.371908}

=====

{"formula": "C20H47CeNOP3", "method": "ωB97M-V with the def2-TZVPD basis set", "elements": ["Ce", "P", "P", "P", "O", "N", "C", "C", "C", "C", "C", "C", "C", "C", "C", "C", "C", "C", "C", "C", "C", "C", "C", "C", "C", "C", "H", "H", "H", "H", "H", "H", "H", "H", "H", "H", "H", "H", "H", "H", "H", "H", "H", "H", "H", "H", "H", "H", "H", "H", "H", "H", "H", "H", "H", "H", "H", "H", "H", "H", "H", "H", "H", "H", "H", "H", "H", "H", "H", "H", "H", "H", "H"], "xyz": [[-0.32, 0.00, 0.65], [0.16, -2.65, -0.32], [1.36, 0.04, 2.92], [0.15, 2.73, -0.01], [-4.01, -0.08, 1.67], [1.87, 0.07, -0.74], [0.35, 3.69, 1.58], [-0.80, -3.72, 2.11], [-0.84, 3.47, 2.54], [2.79, -1.06, 2.89], [-2.91, -0.05, 1.31], [0.74, -5.24, 0.81], [2.04, 1.46, 3.88], [-0.36, -4.74, -2.21], [-2.38, 3.86, -0.58], [1.75, 2.66, -0.77], [-2.36, -3.73, -1.02], [-0.37, 5.01, -1.65], [2.67, -1.24, -0.86], [-0.96, 3.69, -1.14], [0.39, -3.79, 1.14], [-0.94, -3.49, -1.56], [0.30, -0.73, 4.22], [0.67, 5.18, 1.43], [1.76, -2.50, -1.10], [2.66, 1.37, -0.68], [0.68, -0.42, 5.20], [-0.49, -4.18, 3.08], [-1.04, 5.41, -2.44], [-0.14, -5.83, 0.51], [-2.80, 2.91, -0.23], [1.45, 5.39, 0.68], [1.27, -3.35, 1.65], [-0.22, 5.78, 1.20], [1.52, -5.34, 0.04], [1.65, 2.92, -1.84], [-2.40, -4.54, -0.29], [1.45, 0.13, -1.68], [1.13, -5.73, 1.73], [-1.03, -5.04, -3.04], [-1.02, 3.01, -2.02], [-1.23, 0.10, -0.88], [3.57, -0.66, 2.22], [3.28, -1.01, -1.75], [-0.55, 3.84, 3.55], [0.32, -1.84, 4.13], [-0.75, -0.41, 4.12], [1.26, 2.18, 4.11], [1.63, -2.62, -2.19], [0.62, 4.89, -2.10], [2.49, 1.07, 4.79], [0.64, -4.56, -2.65], [-0.32, 5.77, -0.87], [-1.66, -4.31, 1.74], [-2.79, -2.82, -0.56], [2.40, 3.43, -0.33], [2.51, -2.07, 2.53], [-2.42, 4.59, 0.23], [2.81, 1.98, 3.27], [-1.15, -2.72, 2.34], [3.21, -1.15, 3.93], [3.36, 1.38, 0.19], [-0.30, -5.58, -1.53], [1.25, 3.22, 2.03], [3.29, 1.27, -1.58], [1.04, 5.56, 2.40], [-3.02, -4.01, -1.85], [2.40, -3.33, -0.77], [-1.72, 4.06, 2.22], [3.38, -1.35, -0.01], [-1.15, 2.44, 2.65], [-3.04, 4.23, -1.39], [-1.02, -2.71, -2.34]], "mulliken_charge": [0.014, 0.789, 1.308, 0.708, -0.132, -0.025, 0.841, -1.460, -1.414, -1.134, 0.340, -1.602, -1.523, -1.415, -1.402, -0.976, -1.416, -1.423, -1.078, 0.550, 0.891, 0.511, -1.241, -1.691, -0.965, -1.054, 0.462, 0.440, 0.448, 0.357, 0.255, 0.392, -0.165, 0.346, 0.383, 0.576, 0.278, 0.371, 0.436, 0.449, 0.447, 0.121, 0.355, 0.517, 0.464, 0.353, 0.383, 0.424, 0.570, 0.354, 0.574, 0.345, 0.256, 0.282, 0.249, 0.368, 0.272, 0.274, 0.381, 0.246, 0.464, 0.357, 0.256, -0.055, 0.547, 0.445, 0.478, 0.358, 0.303, 0.345, 0.329, 0.470, 0.439], "gap_ev": 7.2, "energy_ha": -2418.355098, "charge": 3}

=====

{"formula": "C3H7NO2", "method": "ωB97M-V with the def2-TZVPD basis set", "elements": ["O", "O", "N", "C", "C", "C", "H", "H", "H", "H", "H", "H", "H"], "xyz": [[1.92, 0.52, -0.56], [-0.80, -2.16, 0.42], [-1.30, -0.87, 0.19], [-0.37, -0.01, 0.11], [-0.77, 1.42, -0.10], [1.11, -0.34, 0.22], [1.28, -1.39, -0.02], [-0.52, 2.03, 0.78], [-0.25, 1.87, -0.95], [-1.85, 1.48, -0.26], [1.73, 0.33, -1.48], [1.41, -0.19, 1.27], [-1.59, -2.71, 0.38]], "nbo_charge": [-0.705, -0.587, -0.141, 0.188, -0.649, -0.135, 0.201, 0.225, 0.226, 0.233, 0.465, 0.200, 0.479], "gap_ev": 10.5, "de_lowest_ev": 2.782, "energy_ha": -323.678743}

=====

{"formula": "C4H9NO2", "method": "ωB97M-V with the def2-TZVPD basis set", "elements": ["O", "O", "N", "C", "C", "C", "C", "H", "H", "H", "H", "H", "H", "H", "H", "H"], "xyz": [[0.76, 2.46, -1.81], [-0.99, -1.48, -0.78], [0.10, -0.83, 1.11], [-0.42, 0.83, -0.59], [-0.46, -1.81, 2.04], [-0.53, -0.60, -0.09], [0.81, 1.05, -1.47], [-1.55, -1.85, 1.98], [1.75, 0.86, -0.95], [-0.14, -2.84, 1.86], [0.44, 0.01, 1.56], [1.38, 2.60, -2.54], [-0.19, -1.56, 3.07], [-0.37, 1.56, 0.22], [0.70, 0.50, -2.40], [-1.28, 1.10, -1.20]], "nbo_charge": [-0.735, -0.593, -0.623, -0.518, -0.416, 0.680, -0.052, 0.199, 0.167, 0.206, 0.382, 0.469, 0.204, 0.209, 0.180, 0.243], "gap_ev": 10.6, "de_lowest_ev": 1.155, "energy_ha": -363.043098}

=====

{"formula": "C3H10N", "method": "ωB97M-V with the def2-TZVPD basis set", "elements": ["N", "C", "C", "C", "H", "H", "H", "H", "H", "H", "H", "H", "H", "H"], "xyz": [[-1.06, -1.73, -0.42], [1.27, 2.55, 1.14], [-1.09, -0.51, -1.31], [0.00, -2.33, -0.06], [0.90, -2.24, -0.65], [2.13, 2.97, 1.66], [-1.29, -0.89, -2.30], [-0.03, -2.90, 0.86], [-0.17, 0.03, -1.12], [1.63, 2.37, 0.12], [0.32, 3.02, 1.32], [-1.92, 0.08, -0.91], [1.21, 1.53, 1.57], [-1.90, -1.97, 0.09]], "nbo_charge": [-0.381, -0.859, -0.421, 0.143, 0.232, 0.237, 0.253, 0.237, 0.246, 0.209, 0.226, 0.250, 0.189, 0.439], "gap_ev": 10.2, "de_lowest_ev": 1.694, "energy_ha": -174.749323, "charge": 1}